{"formula": "C28H78N5O12", "method": "the ωB97M-V functional and the def2-TZVPD basis", "elements": ["C", "C", "O", "H", "H", "H", "H", "H", "C", "C", "C", "O", "C", "N", "H", "H", "H", "H", "H", "H", "H", "H", "H", "H", "H", "C", "C", "C", "O", "C", "N", "H", "H", "H", "H", "H", "H", "H", "H", "H", "H", "H", "C", "C", "C", "O", "C", "N", "H", "H", "H", "H", "H", "H", "H", "H", "H", "H", "H", "C", "C", "C", "O", "C", "N", "H", "H", "H", "H", "H", "H", "H", "H", "H", "H", "H", "C", "C", "C", "O", "C", "N", "H", "H", "H", "H", "H", "H", "H", "H", "H", "H", "H", "C", "C", "O", "O", "H", "H", "H", "H", "H", "H", "C", "C", "O", "O", "H", "H", "H", "H", "H", "H", "C", "C", "O", "O", "H", "H", "H", "H", "H", "H"], "positions_angstrom": [[-0.6207, 0.3569, 0.9678], [0.8343, 0.7999, 1.1302], [1.6968, -0.2645, 1.2214], [-0.8724, -0.1438, 0.0254], [-1.2985, 1.2283, 0.9112], [-1.0806, -0.2360, 1.7608], [1.0368, 1.5245, 1.9469], [1.1542, 1.4865, 0.3196], [-1.7077, 4.6595, 0.5955], [-0.2112, 5.0330, 0.4669], [0.5039, 4.9708, 1.8157], [-0.0432, 5.9585, 2.6854], [0.6933, 6.2925, 3.8153], [0.4535, 3.9501, -0.2977], [-2.1916, 5.3869, 1.2509], [-1.8533, 3.6729, 1.0396], [-2.0892, 4.6444, -0.4266], [-0.1185, 5.9463, -0.1195], [1.5726, 5.1547, 1.6812], [0.3497, 3.9760, 2.2437], [1.1727, 5.4550, 4.3343], [0.1030, 6.7795, 4.5948], [1.4794, 7.0254, 3.5910], [0.2812, 4.1139, -1.2870], [-0.1029, 3.1155, -0.1323], [-0.7627, -4.4095, -5.4921], [0.5929, -4.1554, -4.7997], [0.5549, -4.2382, -3.2686], [-0.3365, -3.2481, -2.8099], [0.2121, -1.9379, -2.7691], [1.5312, -5.1386, -5.3938], [-0.6970, -4.7066, -6.5372], [-1.4492, -3.5609, -5.4718], [-1.2909, -5.1915, -4.9393], [1.0455, -3.2058, -5.0872], [1.5694, -4.2033, -2.8552], [0.1031, -5.1794, -2.9378], [-0.4129, -1.3249, -2.1186], [0.2734, -1.4815, -3.7601], [1.1938, -1.9138, -2.2844], [2.3957, -5.1283, -4.8541], [1.2221, -6.0942, -5.2249], [5.9551, 0.9150, 3.9919], [4.7087, 0.0921, 4.3247], [3.5911, 1.0987, 4.5698], [2.4365, 0.4483, 5.0507], [1.4485, 1.3452, 5.4668], [4.3963, -0.8051, 3.2242], [6.7590, 0.2747, 3.6316], [6.2708, 1.5251, 4.8457], [5.7120, 1.6529, 3.2214], [4.9115, -0.3775, 5.2911], [3.3923, 1.6934, 3.6685], [3.9312, 1.8278, 5.3188], [0.9649, 1.7917, 4.5902], [1.7826, 2.1473, 6.1372], [0.6687, 0.7962, 5.9966], [5.1830, -1.3963, 2.9668], [4.3553, -0.2032, 2.3927], [-1.5963, 1.5029, -5.7049], [-2.1633, 1.1503, -4.3433], [-1.9681, 2.2483, -3.3405], [-0.6311, 2.7100, -3.2355], [0.2850, 1.7875, -2.6968], [-3.5914, 0.8858, -4.5601], [-2.1635, 2.2934, -6.1947], [-1.5592, 0.5959, -6.3134], [-0.5495, 1.8128, -5.6715], [-1.7018, 0.2368, -3.9469], [-2.3115, 2.0087, -2.3260], [-2.4762, 3.1534, -3.6854], [0.3930, 0.9137, -3.3453], [0.0127, 1.4233, -1.6974], [1.2380, 2.2881, -2.5320], [-3.7560, 0.2119, -5.3010], [-3.9339, 0.3451, -3.7643], [-2.0765, -3.2917, 0.6130], [-0.8910, -4.1087, 1.1107], [-0.4769, -5.1806, 0.0858], [0.8460, -5.6469, 0.3508], [1.2031, -6.7122, -0.4860], [0.2599, -3.1632, 1.2710], [-2.8910, -3.9533, 0.2891], [-1.9139, -2.5943, -0.2103], [-2.5095, -2.7114, 1.4317], [-1.2574, -4.6089, 2.0125], [-0.4691, -4.7650, -0.9279], [-1.1588, -6.0401, 0.1145], [1.7255, -6.3686, -1.3895], [0.3913, -7.3527, -0.8384], [1.9721, -7.3126, 0.0031], [0.9556, -3.7090, 0.7760], [0.1754, -2.3852, 0.6205], [-4.3508, -0.5095, -0.5154], [-5.1633, 0.6312, 0.0945], [-4.4464, 1.8374, -0.0872], [-3.6203, -0.1613, -1.6857], [-4.9278, -1.4009, -0.7570], [-3.6337, -0.8438, 0.2443], [-5.4620, 0.4460, 1.1290], [-6.1132, 0.6713, -0.4520], [-5.0398, 2.5806, -0.2267], [-3.3382, 0.7545, -1.5544], [-3.3565, 2.6866, 3.4601], [-2.9579, 1.2286, 3.5044], [-1.8092, 0.9786, 4.2616], [-4.3468, 2.9681, 2.5369], [-2.5127, 3.3766, 3.2879], [-3.7213, 2.9810, 4.4529], [-2.8799, 0.7844, 2.5013], [-3.8069, 0.6680, 3.9297], [-1.6218, 0.0371, 4.2959], [-4.1464, 2.5242, 1.6957], [3.6687, -0.9092, -1.2160], [4.6834, -0.4186, -0.1849], [4.2161, 0.6876, 0.5500], [2.8049, -1.8457, -0.5717], [4.1047, -1.5408, -1.9961], [3.0694, -0.1482, -1.7270], [5.6321, -0.1738, -0.6719], [4.8201, -1.2317, 0.5351], [3.2577, 0.4724, 0.6833], [2.2324, -1.3894, 0.0965]], "forces_ev_per_a": [[-1.18, 1.26, -0.21], [1.25, -0.52, -0.28], [0.28, 0.12, -0.48], [0.65, -0.31, -0.08], [0.12, 0.28, 0.09], [0.69, -0.25, 0.23], [-0.88, -0.24, 0.68], [-0.60, -0.19, -0.66], [0.67, 0.91, 0.18], [-0.32, -2.09, 0.16], [-0.12, 1.14, 0.08], [-0.80, 0.11, 0.03], [0.90, 0.28, 0.66], [-0.36, 0.32, -0.65], [-0.39, -0.01, -0.29], [0.25, -0.06, 0.00], [-0.46, 0.12, 0.15], [0.24, 0.32, 0.54], [0.06, -0.14, -0.08], [0.13, -0.13, -0.03], [-0.03, -0.31, -0.33], [-0.59, -0.08, -0.38], [0.18, -0.13, -0.23], [0.17, 0.08, -0.03], [0.40, -0.26, 0.21], [-0.41, 0.44, 0.76], [0.55, -1.12, -0.96], [-0.99, 0.07, -0.95], [0.26, 0.36, 0.67], [0.21, 0.12, 0.47], [0.51, -0.44, 0.58], [0.48, -0.05, 0.05], [0.22, 0.18, 0.21], [0.06, -0.18, -0.09], [-0.40, 0.27, 0.05], [-0.04, 0.44, 0.17], [0.12, -0.15, -0.25], [-0.30, -0.05, -0.19], [-0.08, 0.00, -0.11], [0.11, -0.24, -0.12], [0.13, 0.32, -0.19], [-0.46, 0.09, -0.13], [-0.09, 0.77, 0.21], [0.67, 0.86, -0.27], [-0.16, -0.24, 0.12], [0.36, 0.09, 0.44], [-0.75, -0.01, -0.46], [-0.03, 0.05, -0.29], [0.11, 0.08, 0.12], [0.28, -0.25, 0.10], [0.06, -0.24, -0.28], [-0.29, -0.66, -0.22], [-0.19, -0.25, -0.25], [0.11, -0.03, 0.16], [-0.01, 0.21, 0.04], [0.40, -0.05, -0.03], [0.10, -0.16, -0.02], [0.11, -0.14, 0.64], [-0.67, -0.12, 0.19], [1.08, -0.32, -0.05], [-0.26, -0.96, -0.73], [0.36, 1.38, 0.20], [0.18, 0.08, -0.01], [0.14, -0.46, 0.41], [-0.80, -0.36, 0.88], [-0.16, -0.10, 0.02], [-0.40, 0.10, -0.20], [-0.07, 0.20, 0.28], [0.33, 0.08, -0.16], [-0.17, -0.12, -0.13], [-0.43, -0.22, 0.08], [0.25, 0.04, -0.04], [-0.37, -0.01, -0.05], [0.03, 0.04, -0.37], [0.51, 0.28, -0.41], [-0.04, 0.43, 0.20], [-1.25, -0.50, 0.04], [0.35, 1.31, -1.48], [-0.23, 0.01, -0.12], [-0.57, -0.54, 0.29], [1.19, 0.03, -0.55], [-0.41, -1.54, -0.19], [-0.01, -0.05, -0.04], [0.54, -0.19, -0.06], [0.22, 0.07, 0.10], [0.71, 0.15, 0.36], [-0.32, 0.19, 0.12], [-0.13, 0.01, -0.01], [-0.25, 0.31, -0.12], [-0.29, 0.04, 0.39], [-0.28, -0.12, 0.34], [1.14, 0.38, 0.72], [-0.44, 0.35, 0.42], [1.27, -0.47, 0.78], [-1.32, -0.45, -1.29], [0.48, 0.20, 0.34], [-0.62, 0.25, 0.20], [-0.41, 0.24, 0.02], [0.12, 0.04, 0.00], [0.51, -0.03, 0.16], [0.02, 0.29, -0.10], [-0.11, -0.10, -0.06], [0.04, -0.09, 0.04], [1.33, 0.87, 1.12], [-1.05, -1.35, -0.32], [0.41, 0.71, 0.35], [-1.11, -0.33, -0.78], [0.28, -0.54, -0.02], [-0.13, -0.12, -0.14], [0.28, 0.50, -0.20], [-0.11, 0.18, 0.14], [0.01, -0.02, -0.18], [0.12, 0.14, 0.14], [-0.62, -1.63, 0.64], [-0.08, 0.24, -0.38], [-0.05, 0.40, -0.46], [-0.30, -0.48, -0.59], [0.55, 0.36, -0.08], [0.30, 0.51, 0.25], [0.07, 0.17, 0.14], [0.27, -0.40, -0.40], [-0.50, -0.04, 0.75], [0.00, 0.75, 0.37]], "total_energy_ha": -2290.1070, "total_charge": -1, "homo_lumo_gap_ha": 0.2282}